DFT (wB97M-V/def2-TZVPD) results for one molecule with the formula C3H9N.

As for the SMILES: CCNC. The energy is -174.4343 Ha. The value obtained for the energy above the lowest of the compared OMol25 structures with the same formula, charge and spin is 0.5113 eV. Its HOMO-LUMO gap is 9.91 eV. The HOMO energy comes out at -8.71 eV.

Last column: Mulliken charge in e.
Cartesian coordinates (Å):
C -1.55 0.57 -0.11  -1.00
C -0.64 -0.65 0.27  -0.51
N 0.72 -0.63 -0.25  -0.34
C 1.54 0.49 0.10  -0.82
H -2.55 0.45 0.29  0.36
H -1.15 1.48 0.31  0.29
H -1.59 0.66 -1.20  0.28
H -0.64 -0.76 1.35  0.32
H -1.14 -1.60 -0.08  0.29
H 0.68 -0.67 -1.28  0.25
H 1.24 1.48 -0.25  0.28
H 1.52 0.55 1.21  0.29
H 2.59 0.30 -0.16  0.30

***

DFT (wB97M-V/def2-TZVPD) results for one molecule with the formula C2H5NS.

As for the SMILES: CNC=S. The energy is -532.1115 Ha. The value obtained for the energy above the lowest of the compared OMol25 structures with the same formula, charge and spin is 0.8468 eV. Its HOMO-LUMO gap is 9.15 eV. The HOMO energy comes out at -8.44 eV.

Last column: Mulliken charge in e.
Cartesian coordinates (Å):
C 1.17 0.04 -0.09  -0.59
N -0.20 -0.37 -0.30  -0.20
C -1.25 0.01 0.51  0.00
S -2.75 -0.08 -0.12  -0.38
H 1.04 0.69 0.77  0.20
H 1.91 -0.76 -0.28  0.27
H 1.52 0.83 -0.85  0.27
H -0.52 -0.86 -1.13  0.23
H -0.94 0.50 1.48  0.22

***

DFT (wB97M-V/def2-TZVPD) results for one molecule with the formula C6H11NO.

As for the SMILES: CC(C)O[C@@H](C)C#N. The energy is -364.9811 Ha. The value obtained for the energy above the lowest of the compared OMol25 structures with the same formula, charge and spin is 6.8122 eV. Its HOMO-LUMO gap is 10.73 eV. The HOMO energy comes out at -10.01 eV.

Last column: Mulliken charge in e.
Cartesian coordinates (Å):
C -1.41 0.22 1.13  -1.21
C -0.77 0.37 -0.34  0.02
C -2.06 0.03 -0.97  -0.93
O 0.18 -0.69 -0.48  -0.36
C 1.29 -0.33 0.15  0.60
C 2.38 -1.19 -0.22  -1.04
C 1.68 1.15 -0.07  0.17
N 1.73 2.33 -0.40  -0.59
H -1.94 1.25 1.55  0.35
H -0.51 0.45 1.81  0.20
H -1.76 -0.72 1.05  0.51
H -0.25 1.25 -0.60  0.48
H -2.76 1.00 -0.47  0.27
H -1.82 0.18 -2.25  0.24
H -2.71 -0.88 -0.68  0.26
H 1.10 -0.19 1.21  0.18
H 2.05 -1.73 -1.24  0.28
H 2.33 -2.02 0.80  0.21
H 3.24 -0.49 0.01  0.36

***

DFT (wB97M-V/def2-TZVPD) results for C23H26F5N5OS5V as an isolated structure.

The energy is -4675.4556 Ha. The value obtained for the energy above the lowest of the compared OMol25 structures with the same formula, charge and spin is 0.5786 eV. The spin multiplicity is 4. The total charge is -2. As for the expectation value of S²: 3.763. Its HOMO-LUMO gap (alpha / beta) is 4.40 / 4.51 eV. The HOMO energy (alpha / beta) comes out at -0.06 / -0.17 eV.

Last column: Löwdin spin population.
Cartesian coordinates (Å):
V -0.07 -0.26 -0.16  2.77
C -5.80 -1.23 -0.21  0.00
C -5.43 0.15 -0.74  0.00
N -4.53 0.13 -1.88  0.01
C -5.12 0.09 -3.21  0.00
C -5.23 -1.31 -3.81  0.00
C -3.17 0.00 -1.73  0.01
S -2.55 -0.03 -0.15  0.02
N -2.53 -0.08 -2.91  0.01
C -1.21 -0.16 -3.05  0.02
O -0.30 -0.21 -2.21  0.03
C -0.75 -0.23 -4.49  0.00
C -1.64 -0.15 -5.56  0.00
C -1.17 -0.21 -6.86  0.00
C 0.19 -0.35 -7.11  0.00
C 1.08 -0.43 -6.05  0.00
C 0.61 -0.37 -4.74  0.00
H -6.38 -1.14 0.71  0.00
H -4.89 -1.79 0.01  0.00
H -6.39 -1.79 -0.94  0.00
H -4.96 0.73 0.05  0.00
H -6.33 0.69 -1.05  0.00
H -4.53 0.72 -3.87  0.00
H -6.12 0.53 -3.13  0.00
H -4.23 -1.75 -3.88  0.00
H -5.66 -1.26 -4.81  0.00
H -5.85 -1.96 -3.20  0.00
H -2.69 -0.04 -5.34  0.00
H -1.87 -0.15 -7.69  0.00
H 0.55 -0.40 -8.13  0.00
H 2.14 -0.54 -6.24  0.00
H 1.29 -0.43 -3.90  0.00
N 0.26 -0.57 2.01  0.02
N 0.52 -1.88 2.42  0.00
C 0.43 -2.91 1.58  0.01
N 1.05 -4.05 2.03  0.00
S -0.41 -2.89 0.13  0.01
H 1.14 0.02 2.13  0.00
H -0.41 -0.13 2.63  0.00
H 1.13 -1.96 3.22  0.00
H 1.95 -3.87 2.46  0.00
H 1.13 -4.72 1.28  0.00
C 1.51 4.54 0.36  0.00
C 1.46 3.15 0.99  0.01
S 0.15 2.19 0.26  0.03
C 2.33 2.84 1.98  0.01
C 3.36 3.86 2.43  0.00
S 2.47 1.38 2.96  0.00
H 0.74 4.62 -0.40  0.00
H 2.47 4.75 -0.11  0.00
H 1.33 5.33 1.10  0.00
H 3.37 4.78 1.84  0.00
H 4.36 3.42 2.38  0.00
H 3.20 4.13 3.48  0.00
F 6.83 1.85 1.59  0.00
C 5.80 1.13 1.09  0.00
C 5.36 0.00 1.73  0.00
F 5.95 -0.39 2.87  0.00
C 4.30 -0.71 1.21  0.00
F 3.91 -1.80 1.90  0.00
C 3.64 -0.35 0.03  0.01
S 2.32 -1.30 -0.61  0.01
C 4.13 0.80 -0.59  0.00
F 3.58 1.23 -1.73  0.00
C 5.18 1.53 -0.08  0.00
F 5.62 2.64 -0.71  0.00

***

DFT (wB97M-V/def2-TZVPD) results for a 2-piece molecular cluster, C10H13O2 overall.

The energy is -539.3286 Ha. The value obtained for the energy above the lowest of the compared OMol25 structures with the same formula, charge and spin is 1.7272 eV. The total charge is -1. Its HOMO-LUMO gap is 6.56 eV. The HOMO energy comes out at -3.58 eV.

Last column: Mulliken charge in e.
Cartesian coordinates (Å):
C 0.67 2.34 1.32  0.06
C 1.41 2.75 2.63  -1.30
C -0.50 3.47 1.24  0.51
O -1.37 3.34 2.08  -0.72
O -0.43 4.15 0.22  -0.74
H 1.32 2.54 0.34  0.09
H 0.31 1.32 1.27  0.08
H 0.72 2.91 3.46  0.31
H 1.87 3.70 2.53  0.34
H 2.18 2.11 3.02  0.36
C 0.08 -4.00 -0.82  -1.33
C -0.89 0.05 -1.56  -0.20
C -1.69 -0.74 -0.75  -0.49
C 0.27 -0.51 -2.19  -0.68
C -1.30 -2.02 -0.41  -0.31
C 0.44 -1.86 -1.91  -0.20
C -0.35 -2.65 -1.14  0.83
H -1.16 1.13 -1.77  0.29
H -2.63 -0.25 -0.42  0.30
H 0.89 0.05 -2.94  0.33
H -1.84 -2.69 0.37  0.23
H 1.42 -2.17 -2.33  0.19
H 0.68 -4.30 -1.72  0.35
H -0.68 -4.70 -0.71  0.42
H 0.60 -3.99 0.17  0.25

***

DFT (wB97M-V/def2-TZVPD) results for one molecule with the formula C6H8O2.

The energy is -383.7179 Ha. The value obtained for the energy above the lowest of the compared OMol25 structures with the same formula, charge and spin is 5.2299 eV. Its HOMO-LUMO gap is 8.37 eV. The HOMO energy comes out at -7.97 eV.

Last column: Mulliken charge in e.
Cartesian coordinates (Å):
C -0.48 0.11 -0.24  1.06
C -1.25 -0.81 -1.08  -0.46
C -1.13 0.85 0.91  -1.36
C 1.30 -1.12 0.48  -0.83
C 1.92 0.89 -0.90  -0.92
O -0.88 0.48 -1.53  -0.50
O 0.82 -1.29 1.72  -0.35
C 1.17 0.15 -0.09  0.82
H 1.01 -2.19 2.02  0.42
H -2.31 -0.95 -0.88  0.27
H -0.75 -1.63 -1.58  0.28
H -0.66 1.83 1.05  0.29
H -1.03 0.28 1.83  0.28
H -2.19 1.00 0.70  0.43
H 2.98 0.70 -0.97  0.30
H 1.49 1.71 -1.45  0.27